The following is a quantum chemistry calculation of a cluster of 9 separate species, C34H94N8O10 in total in a non-equilibrium geometry, from OMol25.

CARTESIAN COORDINATES (ANGSTROEM)
1 C -1.38 -0.37 -3.71
2 C -1.96 0.76 -4.52
3 O -3.18 0.43 -5.22
4 O -2.21 -0.58 -2.59
5 H -0.35 -0.06 -3.40
6 H -1.29 -1.31 -4.26
7 H -1.32 1.18 -5.23
8 H -2.19 1.48 -3.73
9 H -3.84 0.38 -4.52
10 H -1.96 -1.38 -2.08
11 C 3.39 -5.36 2.40
12 C 3.20 -5.57 0.90
13 C 3.99 -4.48 0.12
14 O 3.47 -3.19 0.44
15 C 3.84 -2.06 -0.44
16 N 3.71 -6.91 0.45
17 H 2.92 -4.48 2.72
18 H 4.47 -5.36 2.71
19 H 2.87 -6.17 2.97
20 H 2.13 -5.39 0.71
21 H 3.96 -4.71 -0.99
22 H 5.06 -4.50 0.50
23 H 3.59 -1.05 0.00
24 H 3.19 -2.29 -1.40
25 H 4.86 -2.26 -0.73
26 H 3.29 -7.16 -0.41
27 H 3.46 -7.59 1.27
28 C -4.51 -0.30 3.68
29 C -3.58 -0.08 4.92
30 C -3.45 1.41 5.23
31 O -3.34 2.22 4.10
32 C -3.51 3.57 4.46
33 N -4.00 -0.66 6.18
34 H -5.50 0.07 3.90
35 H -4.44 -1.31 3.32
36 H -4.20 0.25 2.82
37 H -2.60 -0.58 4.64
38 H -2.65 1.62 5.97
39 H -4.28 1.74 5.85
40 H -4.60 3.85 4.43
41 H -2.99 4.14 3.60
42 H -2.94 3.78 5.33
43 H -3.88 -1.69 6.13
44 H -5.03 -0.52 6.25
45 C 3.93 -1.73 -8.64
46 C 4.23 -1.09 -7.29
47 C 2.95 -0.40 -6.78
48 O 3.30 0.08 -5.51
49 C 3.98 1.31 -5.58
50 N 4.54 -2.10 -6.26
51 H 3.03 -2.35 -8.57
52 H 4.71 -2.42 -9.02
53 H 3.80 -0.99 -9.43
54 H 5.11 -0.41 -7.43
55 H 2.33 -1.27 -6.53
56 H 2.45 0.44 -7.31
57 H 4.02 1.74 -4.57
58 H 3.37 2.07 -6.14
59 H 4.98 1.22 -5.94
60 H 4.77 -1.72 -5.37
61 H 5.35 -2.59 -6.58
62 C -6.96 2.06 -1.79
63 C -5.50 1.77 -1.93
64 C -4.84 1.95 -0.53
65 O -5.17 3.24 -0.16
66 C -4.57 3.65 1.07
67 N -5.19 0.43 -2.53
68 H -7.52 1.68 -2.70
69 H -7.17 3.12 -1.69
70 H -7.35 1.45 -1.01
71 H -5.04 2.58 -2.50
72 H -3.75 1.82 -0.66
73 H -5.33 1.23 0.16
74 H -4.94 4.63 1.13
75 H -3.50 3.58 0.98
76 H -4.92 3.01 1.91
77 H -4.23 0.17 -2.31
78 H -5.84 -0.23 -2.17
79 C 1.89 -4.66 -3.07
80 C 0.86 -4.36 -1.89
81 C 0.07 -3.07 -2.20
82 O -0.90 -2.82 -1.21
83 C -0.48 -2.02 -0.15
84 N 0.04 -5.52 -1.80
85 H 1.31 -4.78 -3.97
86 H 2.35 -5.62 -2.82
87 H 2.59 -3.83 -3.05
88 H 1.46 -4.23 -0.95
89 H -0.42 -3.14 -3.13
90 H 0.79 -2.23 -2.28
91 H -1.34 -1.83 0.46
92 H -0.10 -1.02 -0.52
93 H 0.35 -2.41 0.47
94 H -0.49 -5.69 -2.68
95 H -0.76 -5.44 -1.12
96 C 1.82 -0.60 3.26
97 C 0.41 -0.87 3.76
98 C 0.27 -2.34 4.07
99 O -0.93 -2.64 4.77
100 C -0.73 -3.66 5.81
101 N 0.14 -0.07 4.97
102 H 2.59 -1.00 3.91
103 H 2.00 0.42 3.11
104 H 2.04 -1.12 2.29
105 H -0.28 -0.55 2.93
106 H 1.13 -2.61 4.66
107 H 0.26 -2.93 3.14
108 H -1.73 -4.07 6.01
109 H -0.37 -3.14 6.74
110 H 0.00 -4.40 5.44
111 H 0.23 0.91 4.79
112 H -0.78 -0.23 5.41
113 C -0.81 2.92 -0.92
114 C -0.20 1.87 0.00
115 C 1.26 1.78 -0.39
116 O 1.23 1.18 -1.64
117 C 2.56 1.23 -2.11
118 N -0.42 2.24 1.34
119 H -1.93 3.03 -0.78
120 H -0.49 2.90 -1.96
121 H -0.43 3.84 -0.50
122 H -0.64 0.88 -0.08
123 H 1.84 1.15 0.32
124 H 1.77 2.77 -0.39
125 H 3.26 0.66 -1.49
126 H 2.93 2.26 -2.22
127 H 2.60 0.78 -3.08
128 H -0.39 3.22 1.50
129 H -1.32 1.94 1.71
130 C 2.54 3.71 3.02
131 C 2.26 4.93 2.17
132 C 1.25 5.93 2.64
133 O -0.04 5.42 2.37
134 C -1.12 6.35 2.61
135 N 3.58 5.59 1.95
136 H 2.72 4.15 4.04
137 H 3.45 3.13 2.65
138 H 1.74 3.01 3.00
139 H 1.87 4.65 1.16
140 H 1.41 6.94 2.18
141 H 1.33 5.95 3.73
142 H -0.95 7.21 1.93
143 H -1.02 6.66 3.64
144 H -2.07 5.87 2.46
145 H 4.13 5.38 2.82
146 H 3.60 6.63 2.04

Values from the calculation:
Calculated total energy = -2542.00032 Eh
Gap between HOMO and LUMO = 9.552 eV
Structure (SMILES) = COC[C@H](C)N.COC[C@H](C)N.COC[C@H](C)N.COC[C@H](C)N.COC[C@H](C)N.COC[C@H](C)N.COC[C@H](C)N.COC[C@H](C)N.OCCO
E_HOMO = -8.895 eV

Atom charges from the Löwdin analysis, given in e for atoms 1 to 8: -0.251 -0.223 -0.064 -0.083 0.118 0.115 0.100 0.115

---

The following is a quantum chemistry calculation of a cluster of 4 separate species, C12H22BN2O14S2 in total in a non-equilibrium geometry, from OMol25.

CARTESIAN COORDINATES (ANGSTROEM)
1 N -1.72 -3.11 -3.03
2 B -0.38 -3.67 -3.50
3 O 0.28 -3.03 -4.69
4 S 0.53 -5.14 -2.76
5 O 2.02 -5.25 -3.26
6 O -0.18 -6.44 -3.33
7 N 0.43 -5.27 -1.02
8 S 0.54 -3.72 -0.22
9 O -0.86 -3.44 0.42
10 O 1.58 -3.86 0.96
11 H -1.52 -2.13 -2.68
12 H -2.29 -3.02 -3.92
13 H 0.74 -2.18 -4.42
14 H 1.02 -2.67 -1.03
15 C -1.54 0.74 3.87
16 C -0.99 -0.16 2.79
17 C 0.51 -0.19 2.75
18 O 0.79 -0.47 1.39
19 C -0.27 0.02 0.67
20 O -0.29 0.14 -0.54
21 O -1.31 0.34 1.50
22 H -2.64 0.68 3.89
23 H -1.17 0.46 4.86
24 H -1.30 1.79 3.68
25 H -1.41 -1.17 2.88
26 H 0.92 -0.98 3.39
27 H 0.98 0.76 3.02
28 C -2.87 3.10 0.70
29 C -3.73 4.14 1.39
30 C -3.09 5.49 1.45
31 O -3.65 6.05 2.63
32 C -3.97 5.00 3.44
33 O -4.29 5.10 4.61
34 O -3.90 3.81 2.76
35 H -3.41 2.15 0.63
36 H -2.60 3.42 -0.31
37 H -1.96 2.90 1.27
38 H -4.72 4.18 0.93
39 H -3.34 6.10 0.58
40 H -2.00 5.46 1.57
41 C 4.81 0.92 -1.46
42 C 3.97 -0.32 -1.29
43 C 4.38 -1.45 -2.18
44 O 3.17 -2.16 -2.36
45 C 2.16 -1.25 -2.21
46 O 1.00 -1.46 -2.50
47 O 2.63 -0.08 -1.69
48 H 4.51 1.69 -0.74
49 H 5.88 0.71 -1.31
50 H 4.68 1.36 -2.46
51 H 3.96 -0.63 -0.23
52 H 5.14 -2.09 -1.71
53 H 4.75 -1.13 -3.16

Values from the calculation:
Calculated total energy = -2454.57290 Eh
Charge = -1
Gap between HOMO and LUMO = 7.027 eV
E_HOMO = -5.020 eV

Atom charges from the Löwdin analysis, given in e for atoms 1 to 8: 0.084 -0.510 -0.027 0.683 -0.445 -0.437 -0.349 0.671

---

The following is a quantum chemistry calculation of the ion CH4IN4 with charge +1 in a non-equilibrium geometry, from OMol25.

CARTESIAN COORDINATES (ANGSTROEM)
1 C -0.52 -0.94 0.07
2 N 1.72 1.73 -0.77
3 N 0.72 1.31 -0.20
4 N 0.49 -0.04 -0.68
5 N -1.46 -0.47 0.83
6 I -0.42 -3.01 -0.23
7 H 2.05 2.61 -0.21
8 H 1.09 -0.52 -1.39
9 H -1.52 0.45 1.19
10 H -2.17 -1.13 1.38

Values from the calculation:
Calculated total energy = -556.86298 Eh
Charge = +1
Gap between HOMO and LUMO = 9.716 eV
Structure (SMILES) = [H]/N=N/NC(=[NH2+])I
E_HOMO = -14.545 eV

Atom charges from the Löwdin analysis, given in e for atoms 1 to 8: -0.710 0.075 -0.067 -0.028 0.113 1.035 0.137 0.131

---

The following is a quantum chemistry calculation of a structure of composition C26H25N4OS3SiW in a non-equilibrium geometry, from OMol25.

CARTESIAN COORDINATES (ANGSTROEM)
1 W 0.21 0.13 -1.58
2 S -0.08 -1.85 -2.70
3 C 1.54 -1.12 -2.65
4 S 1.74 0.50 -3.30
5 C 2.64 -1.82 -2.03
6 C 3.95 -1.30 -2.12
7 N 5.02 -0.88 -2.19
8 C 2.44 -3.04 -1.35
9 N 2.26 -4.03 -0.79
10 C 1.22 1.68 3.20
11 C 0.11 0.64 2.98
12 C -0.01 -0.25 4.22
13 C -1.23 1.36 2.74
14 Si 0.60 -0.44 1.54
15 O 0.70 0.59 0.13
16 C 2.25 -1.24 1.73
17 C 2.41 -2.38 2.52
18 C 3.65 -2.99 2.65
19 C 4.75 -2.45 2.00
20 C 4.62 -1.32 1.21
21 C 3.37 -0.71 1.08
22 C -0.70 -1.60 0.85
23 C -0.52 -2.97 0.71
24 C -1.43 -3.75 0.01
25 C -2.55 -3.16 -0.58
26 C -2.76 -1.79 -0.44
27 C -1.85 -1.02 0.27
28 H 0.97 2.30 4.06
29 H 1.33 2.34 2.33
30 H 2.18 1.21 3.39
31 H -0.30 0.36 5.08
32 H 0.93 -0.73 4.47
33 H -0.77 -1.03 4.09
34 H -1.45 2.01 3.58
35 H -2.06 0.65 2.64
36 H -1.19 1.99 1.84
37 H 1.56 -2.81 3.04
38 H 3.76 -3.87 3.26
39 H 5.72 -2.93 2.09
40 H 5.48 -0.90 0.70
41 H 3.28 0.18 0.47
42 H 0.37 -3.45 1.11
43 H -1.26 -4.81 -0.10
44 H -3.26 -3.77 -1.13
45 H -3.65 -1.33 -0.87
46 H -2.07 0.03 0.43
47 N -3.86 5.06 -4.73
48 C -4.10 4.42 -3.58
49 S -5.47 4.57 -2.69
50 C -3.05 3.45 -3.15
51 C -2.44 2.60 -4.07
52 C -1.52 1.67 -3.63
53 N -1.18 1.57 -2.33
54 C -1.76 2.41 -1.44
55 C -2.69 3.35 -1.81
56 H -4.55 5.72 -5.07
57 H -2.96 5.05 -5.17
58 H -2.70 2.62 -5.12
59 H -1.03 0.98 -4.31
60 H -1.45 2.31 -0.41
61 H -3.15 3.99 -1.07

Values from the calculation:
Calculated total energy = -2850.99978 Eh
Charge = +1
Gap between HOMO and LUMO (spin up / spin down) = 5.214 / 5.213 eV
E_HOMO (spin up / spin down) = -10.664 / -10.664 eV

Atom charges from the Löwdin analysis, given in e for atoms 1 to 8: 1.193 0.698 -1.179 0.680 -0.329 -0.242 0.210 -0.226

---

The following is a quantum chemistry calculation of a cluster of 2 separate species, C3H6O2S2 in total in a non-equilibrium geometry, from OMol25.

CARTESIAN COORDINATES (ANGSTROEM)
1 C -0.81 0.65 0.88
2 C 1.31 -0.12 -0.84
3 C 1.43 -0.18 0.61
4 O -3.23 -0.40 0.60
5 O -1.40 -1.46 -0.64
6 S -1.33 1.58 -0.78
7 S -1.90 -0.29 0.05
8 H -1.26 1.09 1.63
9 H 0.48 -0.73 -1.22
10 H 2.24 -0.49 -1.29
11 H 1.21 0.90 -1.10
12 H 2.02 0.62 1.15
13 H 1.25 -1.16 0.93

Values from the calculation:
Calculated total energy = -1064.48581 Eh
Gap between HOMO and LUMO (spin up / spin down) = 6.396 / 7.268 eV
Spin multiplicity = 3
E_HOMO (spin up / spin down) = -6.991 / -10.499 eV

Atom charges from the Löwdin analysis, given in e for atoms 1 to 8: -0.386 -0.246 -0.121 -0.311 -0.336 0.717 0.411 -0.012

---

The following is a quantum chemistry calculation of a cluster of 10 separate species, C35H90N5O30P5 in total in a non-equilibrium geometry, from OMol25.

CARTESIAN COORDINATES (ANGSTROEM)
1 C 7.33 1.77 5.37
2 C 7.77 2.70 4.26
3 O 6.76 2.93 3.24
4 P 6.35 2.06 1.92
5 O 7.52 1.32 1.36
6 O 5.59 3.14 0.97
7 C 6.18 4.21 0.18
8 C 7.66 4.02 -0.07
9 O 5.08 1.18 2.47
10 C 4.18 1.77 3.36
11 C 2.87 0.99 3.21
12 H 6.90 0.84 5.00
13 H 8.11 1.46 6.05
14 H 6.49 2.16 5.95
15 H 7.88 3.64 4.80
16 H 8.74 2.63 3.77
17 H 5.45 4.49 -0.58
18 H 6.10 5.00 0.92
19 H 8.26 3.87 0.83
20 H 7.99 3.32 -0.83
21 H 8.24 4.91 -0.33
22 H 4.52 1.96 4.38
23 H 4.05 2.71 2.83
24 H 2.03 1.46 3.71
25 H 2.70 0.82 2.14
26 H 3.16 0.02 3.62
27 C -3.78 -2.93 -1.54
28 C -4.90 -3.69 -0.78
29 O -4.47 -4.46 0.37
30 P -5.00 -3.91 1.81
31 O -6.28 -3.14 1.70
32 O -5.08 -5.14 2.84
33 C -5.87 -6.21 2.55
34 C -5.59 -7.03 1.27
35 O -3.77 -3.12 2.51
36 C -3.92 -2.43 3.73
37 C -3.75 -0.95 3.58
38 H -3.04 -3.51 -2.08
39 H -4.08 -2.03 -2.08
40 H -3.05 -2.62 -0.78
41 H -5.56 -2.88 -0.48
42 H -5.40 -4.35 -1.49
43 H -5.72 -6.95 3.34
44 H -6.89 -5.80 2.53
45 H -5.78 -6.52 0.32
46 H -4.53 -7.30 1.19
47 H -6.23 -7.90 1.20
48 H -4.89 -2.64 4.17
49 H -3.10 -2.79 4.36
50 H -4.68 -0.56 3.16
51 H -3.48 -0.43 4.50
52 H -2.96 -0.69 2.88
53 C -6.43 7.84 4.98
54 C -5.25 8.12 3.93
55 O -5.42 7.24 2.90
56 P -4.45 6.05 2.43
57 O -5.09 5.26 1.35
58 O -3.10 6.93 2.00
59 C -3.13 7.64 0.85
60 C -1.80 7.45 0.12
61 O -3.87 5.16 3.67
62 C -3.10 4.02 3.44
63 C -3.89 2.73 3.60
64 H -6.64 8.65 5.68
65 H -7.23 7.37 4.41
66 H -6.16 7.07 5.72
67 H -5.24 9.09 3.45
68 H -4.25 7.99 4.35
69 H -3.83 7.16 0.17
70 H -3.61 8.60 1.03
71 H -1.09 7.98 0.75
72 H -1.42 6.43 0.05
73 H -1.64 7.88 -0.86
74 H -2.66 4.10 2.44
75 H -2.33 3.96 4.20
76 H -4.67 2.67 2.83
77 H -3.15 1.93 3.53
78 H -4.43 2.50 4.52
79 C -0.22 -9.52 -0.68
80 C 0.16 -8.65 -1.88
81 O -0.85 -7.68 -2.19
82 P -0.50 -6.49 -3.27
83 O -1.80 -5.70 -3.52
84 O 0.80 -5.73 -2.59
85 C 0.54 -4.84 -1.51
86 C 0.43 -3.37 -1.96
87 O 0.16 -7.21 -4.59
88 C -0.66 -7.24 -5.71
89 C -0.06 -8.09 -6.85
90 H -1.09 -10.14 -0.91
91 H 0.59 -10.18 -0.38
92 H -0.60 -8.82 0.07
93 H 0.96 -7.93 -1.74
94 H 0.54 -9.15 -2.77
95 H -0.36 -5.09 -0.95
96 H 1.32 -4.88 -0.75
97 H 1.29 -2.97 -2.50
98 H -0.39 -3.37 -2.69
99 H 0.13 -2.77 -1.10
100 H -1.59 -7.60 -5.28
101 H -0.74 -6.19 -5.98
102 H 0.96 -7.73 -6.99
103 H -0.22 -9.16 -6.91
104 H -0.66 -7.81 -7.71
105 C 3.21 -3.36 -5.95
106 C 3.38 -2.14 -4.87
107 O 3.10 -0.96 -5.67
108 P 3.02 0.53 -4.92
109 O 3.00 0.37 -3.45
110 O 1.69 1.30 -5.43
111 C 1.24 2.42 -4.80
112 C 0.73 2.30 -3.37
113 O 4.25 1.36 -5.55
114 C 4.98 2.32 -4.87
115 C 4.94 3.60 -5.76
116 H 3.42 -4.33 -5.50
117 H 2.19 -3.52 -6.29
118 H 3.78 -3.15 -6.86
119 H 2.59 -2.34 -4.14
120 H 4.20 -2.05 -4.16
121 H 1.98 3.22 -4.71
122 H 0.43 2.87 -5.37
123 H -0.15 1.66 -3.50
124 H 1.39 1.88 -2.61
125 H 0.53 3.29 -2.96
126 H 4.55 2.49 -3.88
127 H 6.02 2.01 -4.79
128 H 5.10 4.51 -5.18
129 H 5.68 3.65 -6.55
130 H 3.94 3.68 -6.21
131 C -0.32 0.66 -0.45
132 N -1.51 0.61 0.46
133 O -2.22 -0.40 0.57
134 O -1.64 1.58 1.15
135 H -0.40 -0.19 -1.14
136 H 0.60 0.38 0.06
137 H -0.34 1.66 -0.89
138 C -0.30 -1.36 3.22
139 N -0.74 -1.69 4.61
140 O -0.58 -2.88 5.01
141 O -1.23 -0.77 5.32
142 H -0.63 -0.35 2.96
143 H -0.84 -2.15 2.70
144 H 0.76 -1.52 3.05
145 C 3.92 -0.37 -0.44
146 N 3.65 -1.73 0.09
147 O 4.08 -2.67 -0.55
148 O 2.94 -1.86 1.06
149 H 4.39 0.12 0.41
150 H 2.99 0.10 -0.74
151 H 4.55 -0.46 -1.33
152 C 0.80 3.99 1.61
153 N 1.25 4.16 0.20
154 O 1.58 3.10 -0.36
155 O 1.03 5.17 -0.37
156 H 1.63 3.53 2.15
157 H -0.03 3.29 1.52
158 H 0.52 4.94 2.08
159 C -4.42 2.36 -0.88
160 N -5.21 1.79 0.36
161 O -6.35 2.17 0.54
162 O -4.64 0.88 0.95
163 H -4.27 1.47 -1.49
164 H -3.57 2.76 -0.32
165 H -4.99 3.17 -1.32

Values from the calculation:
Calculated total energy = -5625.14392 Eh
Gap between HOMO and LUMO = 9.514 eV
Structure (SMILES) = CCOP(=O)(OCC)OCC.CCOP(=O)(OCC)OCC.CCOP(=O)(OCC)OCC.CCOP(=O)(OCC)OCC.CCOP(=O)(OCC)OCC.C[N+](=O)[O-].C[N+](=O)[O-].C[N+](=O)[O-].C[N+](=O)[O-].C[N+](=O)[O-]
E_HOMO = -9.919 eV

Atom charges from the Löwdin analysis, given in e for atoms 1 to 8: -0.079 -0.237 -0.215 0.508 -0.242 -0.217 -0.211 -0.092

---

The following is a quantum chemistry calculation of an isolated molecule of C4H6OS in a non-equilibrium geometry, from OMol25.

CARTESIAN COORDINATES (ANGSTROEM)
1 C -0.18 -0.03 0.76
2 C 0.55 0.44 -0.40
3 C -0.84 -1.07 1.61
4 C 1.10 0.16 -1.72
5 O -1.56 2.27 -0.11
6 S -0.29 1.82 0.47
7 H -1.32 -0.63 2.39
8 H -0.11 -1.77 2.15
9 H -1.40 -1.61 0.96
10 H 2.23 -0.34 -1.71
11 H 1.45 1.11 -2.12
12 H 0.38 -0.36 -2.29

Values from the calculation:
Calculated total energy = -629.29976 Eh
Gap between HOMO and LUMO = 9.791 eV
E_HOMO = -9.036 eV

Atom charges from the Löwdin analysis, given in e for atoms 1 to 8: -0.267 -0.363 -0.066 -0.107 -0.566 0.893 0.041 0.120

---

The following is a quantum chemistry calculation of a cluster of 4 separate species, C2H14NO4 in total in a non-equilibrium geometry, from OMol25.

CARTESIAN COORDINATES (ANGSTROEM)
1 C -2.04 -0.01 1.05
2 O -2.01 -1.40 1.25
3 C -1.54 0.13 -0.43
4 N -0.51 -0.92 -0.63
5 H -1.44 0.66 1.77
6 H -3.06 0.43 1.12
7 H -1.17 -1.51 1.88
8 H -2.22 0.14 -1.30
9 H -1.10 1.17 -0.41
10 H 0.52 -0.93 -0.16
11 H -0.30 -1.03 -1.71
12 H -1.00 -1.76 -0.31
13 H 0.34 -3.34 -3.20
14 H -1.13 -3.40 -2.91
15 O -0.39 -2.79 -3.03
16 H 4.85 2.88 0.91
17 H 3.69 3.83 0.72
18 O 3.89 2.91 0.76
19 H 2.13 1.24 1.83
20 H 1.18 2.29 1.33
21 O 1.30 1.40 1.46

Values from the calculation:
Calculated total energy = -439.48076 Eh
Charge = +2
Gap between HOMO and LUMO (spin up / spin down) = 11.205 / 2.293 eV
Spin multiplicity = 2
E_HOMO (spin up / spin down) = -18.438 / -17.231 eV

Atom charges from the Löwdin analysis, given in e for atoms 1 to 8: -0.138 0.091 -0.073 0.139 0.167 0.187 0.234 0.162